2 unconnected molecules or ions with the total composition C2H9NOS, computed with ωB97M-V/def2-TZVPD.

Geometry as XYZ:
```
14
Properties=species:S:1:pos:R:3:lowdin_charge:R:1
C -0.35116 -0.05744 -0.64746 -0.333
C -0.80289 1.45483 -0.60720 -0.556
S 0.00658 2.54153 -1.87528 0.612
N -0.44477 -0.85881 0.59114 0.001
H -0.60493 -0.62819 -1.44545 0.065
H 0.68723 0.09757 -0.93834 0.070
H -1.95903 1.66709 -0.79446 0.091
H -0.41809 1.98050 0.37750 0.096
H -0.48579 2.08630 -3.12016 -0.117
H -0.77188 -1.77580 0.65822 0.039
H -0.65640 -0.23153 1.36551 0.070
H 2.52775 -2.10647 1.69322 -0.003
H 1.17691 -2.19132 2.23548 0.026
O 2.09646 -1.97827 2.50727 -0.059
```

SMILES ... NCCS.O
Molar mass ... 95.17 g mol⁻¹
Calculated total energy ... -609.72070 hartree
LUMO level ... 0.82 eV
HOMO-LUMO gap ... 9.984 eV
Total charge ... 0
Energy above the lowest of the compared OMol25 structures with the same formula, charge and spin ... 30.5 kcal per mole
HOMO level ... -0.337 hartree

=====

2 unconnected molecules or ions with the total composition C2H9NOS, computed with ωB97M-V/def2-TZVPD.

Geometry as XYZ:
```
14
Properties=species:S:1:pos:R:3:lowdin_spin:R:1
C -1.40402 -2.62514 -0.63056 0.106
S -0.39886 -2.33446 0.82663 0.810
H -2.23139 -1.87989 -0.62841 0.036
H -1.84484 -3.58433 -0.58303 -0.002
H -0.97526 -2.59057 -1.72494 0.026
H -0.02250 -1.11471 0.25580 0.019
N 1.24659 2.22381 -0.58445 0.003
C 0.25120 1.69177 0.37734 0.000
O 0.77658 0.88563 1.40052 0.001
H 1.97180 1.59311 -0.58002 0.000
H 1.65174 3.09771 -0.38051 0.000
H -0.46971 1.16410 -0.31582 0.000
H -0.29732 2.38426 0.98008 0.000
H 1.74599 1.08871 1.58738 0.000
```

2S+1 ... 2
Molar mass ... 95.17 g mol⁻¹
Calculated total energy ... -609.39018 hartree
LUMO level (alpha / beta) ... -4.49 / -9.17 eV
HOMO-LUMO gap (alpha / beta) ... 8.537 / 3.835 eV
Total charge ... +1
Energy above the lowest of the compared OMol25 structures with the same formula, charge and spin ... 30.4 kcal per mole
HOMO level (alpha / beta) ... -0.479 / -0.478 hartree

=====

2 unconnected molecules or ions with the total composition C2H9NOS2, computed with ωB97M-V/def2-TZVPD.

Geometry as XYZ:
```
15
Properties=species:S:1:pos:R:3:lowdin_charge:R:1
N 1.99463 -0.38842 -1.00713 -0.005
C 2.52120 -1.34391 -0.05000 -0.312
O 1.61719 -1.53357 1.10838 -0.139
H 1.10152 -0.62299 -1.41371 0.041
H 1.70620 0.47975 -0.53133 0.037
H 2.59712 -2.37767 -0.55478 0.125
H 3.57667 -1.01791 0.31986 0.132
H 1.99276 -2.18337 1.71315 0.069
C -1.52511 -0.92239 0.60443 -0.480
S -0.74987 0.73297 0.70844 0.369
S -1.63630 1.57157 -0.99351 0.326
H -2.59891 -0.76777 0.66490 0.018
H -1.09229 -1.51827 1.40953 0.020
H -1.24158 -1.46630 -0.31486 0.036
H -0.73937 1.18710 -1.87549 -0.238
```

SMILES ... CSS.NCO
Molar mass ... 127.23 g mol⁻¹
Calculated total energy ... -1007.94019 hartree
LUMO level ... 0.58 eV
HOMO-LUMO gap ... 9.594 eV
Total charge ... 0
Energy above the lowest of the compared OMol25 structures with the same formula, charge and spin ... 14.9 kcal per mole
HOMO level ... -0.331 hartree

=====

3 unconnected molecules or ions with the total composition C2H9NOS2, computed with ωB97M-V/def2-TZVPD.

Geometry as XYZ:
```
15
Properties=species:S:1:pos:R:3:lowdin_spin:R:1
N 0.35429 -0.84563 0.65676 -0.460
C 1.05552 -0.71007 -0.61468 -0.087
C 2.33048 0.23915 -0.56829 -0.101
S 3.95168 -0.45892 -0.08386 -0.253
S -2.43591 0.30473 0.35350 1.952
H 0.28884 -1.69806 1.14948 -0.016
H -0.54827 -0.42214 0.73190 0.010
H 0.39301 -0.32165 -1.42733 -0.010
H 1.46495 -1.64662 -1.00506 -0.008
H 2.18454 1.05714 0.06514 0.000
H 2.44264 0.53274 -1.58258 -0.017
H 4.24996 0.35169 0.99194 -0.010
H -6.25070 0.71333 0.30608 0.000
H -5.10971 1.08129 -0.67290 -0.001
O -5.77046 1.44552 -0.04630 0.001
```

2S+1 ... 2
Molar mass ... 127.23 g mol⁻¹
Calculated total energy ... -1007.51541 hartree
LUMO level (alpha / beta) ... -8.52 / -6.63 eV
HOMO-LUMO gap (alpha / beta) ... 4.975 / 6.982 eV
Total charge ... +1
Energy above the lowest of the compared OMol25 structures with the same formula, charge and spin ... 86.4 kcal per mole
HOMO level (alpha / beta) ... -0.496 / -0.500 hartree